16
Properties=species:S:1:pos:R:3:forces:R:3:lowdin_charge:R:1 method="wB97M-V/def2-TZVPD" multiplicity=1 smiles=CC.CC de_lowest_ev=0.354 lumo_ha=0.0450 total_charge=0
C -0.6421 0.5437 1.6058 -0.726 0.261 0.504 -0.172
C -1.8996 0.0257 0.8880 0.637 0.270 0.067 -0.162
H -0.9939 1.0357 2.5205 0.414 -0.048 0.009 0.062
H 0.1034 -0.2037 1.8812 -0.261 -0.192 -0.094 0.059
H -0.1306 1.2870 1.0090 0.078 0.250 -0.158 0.049
H -1.6402 -0.2372 -0.1354 -0.319 -0.157 -0.115 0.042
H -2.3257 -0.8268 1.3965 -0.012 -0.393 0.052 0.057
H -2.6798 0.7914 0.8938 0.177 0.021 -0.225 0.065
C 1.4092 -0.9592 -0.9359 -0.567 -0.008 0.847 -0.163
C 1.1235 0.4347 -1.5671 1.205 -1.465 -0.123 -0.150
H 0.5833 -1.2639 -0.2793 -0.153 -0.152 -0.542 0.038
H 1.5589 -1.6865 -1.7251 -0.110 -0.322 0.094 0.053
H 2.2371 -1.0688 -0.2243 0.291 0.607 -0.494 0.063
H 1.9144 1.1240 -1.2811 -0.575 0.537 0.346 0.062
H 1.2942 0.2822 -2.6264 -0.275 0.287 -0.369 0.051
H 0.0880 0.7218 -1.4203 0.197 0.505 0.200 0.046